1.
The following is a DFT calculation (ωB97M-V with the def2-TZVPD basis set) of a 6-piece molecular cluster, C2H15O5S overall in a non-equilibrium geometry.

Computed properties:
* energy: -23391.37261 eV
* charge: -1
* orbital gap: 0.2604 Ha

Geometry (Å):
S1 -0.07044 1.30900 -0.20265
O1 1.79840 -0.49335 -3.24760
O2 -1.29182 0.29549 -3.08096
O3 1.50588 0.33328 2.43675
O4 1.03698 -3.60645 0.45035
O5 3.02692 -1.51398 1.70036
C1 -1.75263 1.85286 0.50347
C2 -2.84411 0.81128 0.76470
H1 1.14037 -3.08747 -0.35066
H2 -2.19333 0.60282 -3.14966
H3 1.85259 1.14831 2.78946
H4 -3.56872 0.87985 -0.06075
H5 -2.37622 -0.24556 0.69560
H6 -3.24588 1.05906 1.72974
H7 -0.78624 0.60456 -2.30966
H8 -1.46018 2.29729 1.45355
H9 2.48671 -0.81294 2.24272
H10 0.87119 -0.22204 -3.24998
H11 -2.14836 2.61665 -0.16802
H12 1.24082 0.27553 1.49768
H13 3.40733 -1.09481 0.92614
H14 2.25123 0.07361 -2.61880
H15 1.11952 -3.08298 1.24821



2.
The following is a DFT calculation (ωB97M-V with the def2-TZVPD basis set) of C2H15O6 as an isolated structure in a non-equilibrium geometry.

Computed properties:
* energy: -14604.36499 eV
* charge: -1
* orbital gap: 0.3543 Ha

Geometry (Å):
O1 -1.54226 0.34328 1.40397
O2 0.53935 -0.71573 0.69093
O3 1.87353 1.29776 -0.63411
O4 -4.26284 -0.26348 0.96319
O5 0.21976 -2.50757 2.80369
O6 -2.62548 2.22345 -0.24391
C1 2.87232 0.61462 -1.33985
C2 2.32194 -0.28278 -2.44246
H1 2.60100 -1.33443 -2.37921
H2 -1.31973 0.78494 2.22883
H3 -0.45475 -0.21332 0.96440
H4 -0.70089 -2.28285 2.98397
H5 -3.31208 -0.37131 1.16415
H6 -2.54386 1.89901 -1.14267
H7 -4.31413 0.70695 0.95609
H8 -2.20025 1.53821 0.32451
H9 3.53378 0.03764 -0.70544
H10 2.55029 0.07563 -3.45329
H11 1.33693 0.60700 -0.17154
H12 3.56522 1.36923 -1.73472
H13 1.23454 -0.21114 -2.48478
H14 0.46577 -1.88272 2.08503
H15 0.16184 -1.43240 0.16322



3.
The following is a DFT calculation (ωB97M-V with the def2-TZVPD basis set) of a 5-piece molecular cluster, C2H16NO4S overall in a non-equilibrium geometry.

Computed properties:
* energy: -22845.87037 eV
* multiplicity: 2
* charge: 0
* orbital gap (alpha / beta): 0.1165 / 0.3600 Ha

Geometry (Å):
S1 2.21176 0.59214 -2.92172
O1 -2.40031 -0.95880 2.13736
O2 2.43313 0.36797 2.72276
O3 -1.63853 1.93300 1.40143
O4 -3.48381 -2.22050 -0.31590
N1 0.32005 -0.22936 0.62096
C1 0.90382 -0.47251 -0.75848
C2 1.09292 0.86027 -1.48303
H1 -3.76575 -3.13517 -0.42014
H2 0.16533 -1.03571 -1.32138
H3 -3.06109 -1.35783 1.55161
H4 -2.83355 -0.73003 2.97020
H5 1.28127 0.84683 -3.84080
H6 1.86496 -0.92410 -0.63916
H7 1.56198 0.45150 3.16045
H8 -4.25619 -1.65367 -0.43973
H9 1.09733 -0.09401 1.27954
H10 2.60064 -0.58996 2.77327
H11 1.53590 1.60029 -0.82173
H12 -0.25112 0.61214 0.55600
H13 -1.47971 2.43155 2.21079
H14 0.18439 1.30584 -1.87439
H15 -2.25665 1.21911 1.61049
H16 -0.40848 -0.92339 0.84682



4.
The following is a DFT calculation (ωB97M-V with the def2-TZVPD basis set) of a 6-piece molecular cluster, C2H16NO5 overall in a non-equilibrium geometry.

Computed properties:
* energy: -14058.81713 eV
* multiplicity: 2
* charge: 0
* orbital gap (alpha / beta): 0.1891 / 0.3433 Ha

Geometry (Å):
O1 -4.16705 0.01969 -1.40815
O2 -2.02300 0.17609 1.58816
O3 0.27818 -0.22996 0.30503
O4 0.68746 2.54453 0.70356
O5 -0.40109 1.59873 3.64828
N1 1.47350 -1.56071 -1.53064
C1 1.98632 -0.85242 -2.65730
C2 2.10516 -2.58529 -0.91828
H1 3.08854 -3.00202 -1.09308
H2 -2.45458 -0.69299 1.62061
H3 -0.24589 -0.48245 1.07992
H4 0.00046 2.10242 4.36414
H5 0.68733 3.50994 0.61071
H6 -4.80821 -0.68458 -1.30227
H7 -4.25926 0.78843 -0.84756
H8 0.52131 -1.35449 -1.23433
H9 1.75047 -3.02294 0.00475
H10 1.62196 2.35917 0.53540
H11 -0.16033 2.02525 2.81240
H12 3.06500 -0.71257 -2.53308
H13 1.89639 -1.31297 -3.65412
H14 0.03007 0.69057 0.15125
H15 -2.15265 0.56447 2.46336
H16 1.47991 0.11411 -2.70875



5.
The following is a DFT calculation (ωB97M-V with the def2-TZVPD basis set) of a 5-piece molecular cluster, C2H16NO5 overall in a non-equilibrium geometry.

Computed properties:
* energy: -14055.12524 eV
* charge: +1
* orbital gap: 0.3994 Ha

Geometry (Å):
O1 -2.40296 2.26814 -0.34428
O2 1.57081 -1.88727 3.24481
O3 -1.32985 -0.00941 -3.92471
O4 1.00176 -0.04869 1.63869
O5 2.52263 0.37303 -0.63876
N1 -0.22537 -0.12423 -1.21063
C1 -0.39260 0.05857 1.46916
C2 -0.76699 -0.62260 0.15182
H1 1.25831 -0.76234 2.30981
H2 -0.83275 -0.59377 2.23534
H3 -0.52569 -1.68660 0.16663
H4 0.80435 -0.16310 -1.06011
H5 -2.12752 2.93544 -0.95544
H6 2.66015 0.09012 0.25983
H7 -3.05075 2.61007 0.29435
H8 -2.16797 -0.47374 -3.91699
H9 -0.63563 -0.73548 -1.91092
H10 -0.45635 0.83422 -1.46443
H11 0.96682 -2.42018 3.79993
H12 -0.65067 1.11361 1.47192
H13 2.98220 1.21972 -0.59865
H14 -1.85420 -0.65266 -0.03389
H15 -0.88130 -0.50529 -4.63458
H16 2.38527 -2.41178 3.12367



6.
The following is a DFT calculation (ωB97M-V with the def2-TZVPD basis set) of a 6-piece molecular cluster, C2H16O5S overall in a non-equilibrium geometry.

Computed properties:
* energy: -23405.60227 eV
* SMILES: CCS.O.O.O.O.O
* charge: 0
* orbital gap: 0.3292 Ha

Geometry (Å):
S1 0.55016 1.53561 -4.72735
O1 -0.84786 -3.36303 3.22255
O2 1.13246 -3.62818 5.45623
O3 5.27718 0.42029 3.28530
O4 -0.65892 5.31598 -1.45352
O5 -2.10883 -5.00840 0.75517
C1 -2.10021 2.30782 -3.95177
C2 -0.58820 2.61929 -3.84008
H1 5.34806 -0.53929 3.31694
H2 -1.04573 -3.98161 3.92460
H3 -1.86053 -5.92948 0.90055
H4 5.13489 0.52847 2.33696
H5 1.99656 -3.52315 5.84876
H6 -0.12199 5.98005 -1.88945
H7 0.53449 -4.06074 6.06283
H8 -0.43631 2.48168 -2.78497
H9 -0.37383 3.64630 -4.09871
H10 -2.34849 1.79952 -4.86836
H11 -1.62775 -4.59037 1.48713
H12 -0.12958 -2.84000 3.51116
H13 -2.55167 1.91584 -3.04891
H14 -0.38559 5.22644 -0.54079
H15 -0.18797 0.41839 -4.78920
H16 -2.60033 3.26858 -4.11505



charge of number 4 (C2H16NO5)?
0



Among the records above, which one has the highest charge?
number 5



Look up the charge of the first one.
-1